1.
C5H8NO | ωB97M-V with the def2-TZVPD basis set

XYZ file:
```
15
Properties=species:S:1:pos:R:3:forces:R:3:mulliken_charge:R:1
H 1.98483 -1.43502 2.39800 -0.2 0.5 -1.7 0.37
C -0.47287 -0.37200 0.29814 0.4 -0.8 0.6 -0.44
N 0.17563 -0.79335 1.59931 -1.2 1.7 -1.9 0.00
H -0.37985 -1.26148 -0.22732 -0.4 -1.2 -1.7 0.46
C -0.55921 -0.64401 2.57444 -1.7 1.3 3.8 0.81
H -1.33151 0.58146 -2.16920 -0.3 -1.8 -1.6 0.40
C -1.09650 1.28556 -1.46293 -0.6 2.9 2.5 -1.21
H -0.70444 1.56793 0.66203 -0.1 1.3 0.9 0.36
H 1.97023 -0.63765 0.74658 2.0 2.4 -2.2 0.33
H -1.95584 1.96999 -1.29596 0.2 -0.3 -0.7 0.34
C -0.80815 0.83356 -0.07861 0.9 -0.8 -0.3 -0.05
H 1.39084 -2.30040 0.95818 0.4 0.7 -0.2 0.37
C 1.51395 -1.27462 1.36238 -0.7 -4.7 4.9 -0.82
H -0.27822 1.96369 -1.73780 -0.1 -0.3 -0.2 0.32
O -1.23325 -0.37243 3.48221 1.4 -1.0 -2.2 -0.24
```
Forces are in eV/Å.

The value obtained for the max |F| is 6.80 eV/Å. As for the net charge: +1. Its HOMO-LUMO gap is 10.3 eV. The calculation puts the LUMO energy at -4.7 eV. The relative energy (zero: lowest compared OMol25 entry of this formula, charge and spin) is 45.8 kcal per mole. As for the structure (SMILES): C/C=C/[N+](C)=C=O.



2.
C10H11I | ωB97M-V with the def2-TZVPD basis set

XYZ file:
```
22
Properties=species:S:1:pos:R:3:forces:R:3:mulliken_charge:R:1
H 3.06092 -1.39600 -2.29276 1.0 -1.6 -0.9 0.44
H -0.66931 -1.38099 2.63325 1.2 -0.3 0.2 0.34
H 2.82269 0.70639 -3.43657 -0.9 -0.3 3.0 0.17
H -0.14236 1.67875 -0.27964 -0.4 1.2 0.0 0.62
H 0.30968 -2.54277 1.78100 -0.4 -0.5 -0.9 0.34
C 1.38715 1.44154 -1.89160 -0.6 1.7 0.4 -0.38
H -3.36231 0.75530 2.72793 0.2 -0.5 3.0 0.43
C -1.45884 0.00730 0.74845 0.3 -0.5 -0.5 -0.92
C 1.49876 -1.14248 -0.87773 0.5 -0.6 0.3 -0.39
H 1.14608 -1.31199 2.43814 1.6 1.2 1.0 0.39
H -4.33876 0.19523 1.13956 1.6 1.1 1.6 0.35
C -3.56860 0.82751 1.74296 0.0 -1.2 -4.9 -0.83
C 0.68151 -0.21966 -0.31479 -1.7 1.1 0.5 0.81
C 2.31405 -0.77874 -1.93390 -0.5 -0.8 1.6 -0.48
H 1.42896 2.52262 -2.27373 -0.2 -1.9 0.4 0.27
C 2.27823 0.47676 -2.37441 0.5 3.1 -4.6 -0.34
H 1.47983 -2.11776 -0.42188 0.4 -0.4 -0.2 0.32
H -1.95725 0.44461 -0.16838 1.3 -0.4 1.2 0.44
C 0.23332 -1.48662 1.97784 -3.2 0.4 -0.1 -1.40
C 0.53202 1.09031 -0.83951 2.2 -1.4 -0.6 -0.78
C -0.18537 -0.57141 0.85021 -3.1 1.2 -0.6 0.52
I -3.49040 2.80212 1.06557 0.0 -0.4 0.1 0.09
```
Forces are in eV/Å.

The value obtained for the max |F| is 5.60 eV/Å. As for the net charge: 0. Its HOMO-LUMO gap (alpha / beta) is 8.3 / 8.3 eV. The calculation puts the LUMO energy (alpha / beta) at -0.1 / -0.2 eV. The relative energy (zero: lowest compared OMol25 entry of this formula, charge and spin) is 97.2 kcal per mole.



3.
C16H24N3O6 | ωB97M-V with the def2-TZVPD basis set

XYZ file:
```
49
Properties=species:S:1:pos:R:3:forces:R:3:mulliken_charge:R:1
C 13.79820 1.64306 -9.71421 0.7 -0.5 -1.5 -0.35
H 20.06581 1.56586 -4.49155 0.1 0.3 0.1 0.23
H 12.16527 4.68208 -8.10785 0.0 0.1 -0.1 0.39
N 17.17096 1.89217 -4.11819 0.5 -0.1 -0.3 0.02
H 22.23189 3.00330 -7.89487 -0.1 0.3 0.2 0.40
H 16.74456 -1.80689 -4.54786 0.0 0.3 0.3 0.25
H 16.45782 5.22111 -3.63750 0.0 0.2 -0.2 0.18
H 19.59234 -1.42864 -3.33934 -0.2 -0.6 0.1 0.18
H 11.32510 3.87552 -10.29244 -0.2 -0.2 0.1 0.37
H 14.08194 3.77559 -7.07800 0.4 -0.4 0.0 0.15
H 16.80630 1.41107 -4.93330 -0.1 -0.1 0.2 0.21
H 15.24944 4.14071 -5.48477 -0.2 -0.6 0.4 -0.03
H 17.99572 2.37939 -4.45087 -0.3 0.3 0.1 0.29
C 23.16491 0.81364 -5.53672 0.3 -0.2 1.0 -0.18
H 14.98782 5.55089 -2.75642 -0.2 0.1 -0.2 0.32
C 14.70672 4.71756 -4.72636 0.1 1.0 -1.0 -0.55
H 17.52320 1.18676 -3.40589 0.0 -1.2 0.3 0.37
C 12.63778 3.83477 -8.58768 -0.4 0.2 -0.5 -0.52
H 23.93903 0.11083 -5.24751 0.2 0.1 -0.3 0.34
H 16.46139 2.55325 -3.68010 -0.5 0.8 0.8 0.27
H 12.25561 1.79513 -11.24560 0.3 -0.1 -0.1 0.38
H 13.64880 4.45738 -4.64734 0.1 -0.5 0.1 0.28
C 20.99235 1.67533 -5.04132 -0.4 -0.1 0.3 0.22
N 15.56151 1.60572 -7.97267 0.1 0.4 -0.3 0.88
H 22.07167 0.34332 -3.74276 -0.1 -0.1 0.0 0.41
C 12.11937 3.34056 -9.78913 0.4 0.0 0.4 -0.42
H 14.32529 0.87366 -10.26806 0.0 -0.3 0.5 0.37
O 19.99417 3.96293 -7.57536 0.1 0.0 0.0 -0.62
C 22.21484 2.45179 -6.96328 -0.2 0.0 -1.0 -0.35
C 18.60598 -1.02918 -3.67771 0.9 1.4 0.5 0.30
O 18.83760 2.91626 -6.09548 0.0 0.3 -0.3 -0.75
C 22.09633 0.92362 -4.65248 -0.2 0.0 -1.0 -0.83
C 13.75623 3.29418 -7.99018 -0.1 -0.2 0.2 0.22
N 19.88186 3.18156 -6.65544 0.0 -0.2 0.2 1.10
C 17.71696 -2.15110 -4.18474 0.0 -0.3 -0.4 -1.16
C 12.69802 2.21346 -10.35333 -0.2 0.5 0.8 -0.45
O 16.33900 1.02687 -8.70259 0.0 -0.3 0.0 -0.59
H 17.54777 -2.88877 -3.39744 -0.1 0.0 0.0 0.29
H 18.17945 -2.63578 -5.05462 0.1 -0.2 0.2 0.33
H 18.99229 -0.43612 -4.55438 -0.5 -0.1 -0.4 -0.15
C 14.36189 2.18323 -8.58319 -1.1 0.9 0.3 0.02
C 15.45632 4.78110 -3.40664 0.7 -0.3 1.1 -0.62
H 14.72979 5.70705 -5.21955 -0.1 0.2 0.4 0.36
H 24.15545 1.54110 -7.28341 -0.1 0.0 -0.3 0.37
O 15.71528 1.80290 -6.79054 0.0 -0.1 0.2 -0.54
O 15.60302 3.60509 -2.71686 -0.1 -0.3 -1.0 -0.94
C 21.06391 2.45757 -6.18357 0.9 -0.6 0.0 0.12
C 23.25764 1.58306 -6.68478 -0.3 0.2 0.7 -0.60
O 18.08807 -0.20809 -2.71223 -0.2 0.0 -0.5 -0.97
```
Forces are in eV/Å.

The value obtained for the max |F| is 1.74 eV/Å. As for the net charge: -1. Its HOMO-LUMO gap is 5.1 eV. The calculation puts the LUMO energy at 1.5 eV. The relative energy (zero: lowest compared OMol25 entry of this formula, charge and spin) is 0.0 kcal per mole.



Question: What is the formula in the third record?
Answer: C16H24N3O6



Question: What is the formula in the first record?
Answer: C5H8NO